(1)
The following is a quantum chemistry calculation of a molecular structure, C31H52DyN2O3P2, from OMol25.

Computed properties:
Gap between HOMO and LUMO (spin up / spin down)   6.928 / 7.027 eV
Net charge   +1
Spin multiplicity   6
Expectation value of S²   9.35

Element x y z (Å)
1 Dy 1.621 -0.360 -0.975
2 P 0.420 1.320 -3.811
3 P 1.458 -1.340 -3.169
4 O 0.545 3.139 0.036
5 O 4.612 4.530 -0.439
6 O 3.801 0.092 -0.493
7 N 4.479 2.275 0.010
8 N 2.242 1.684 -0.246
9 C 2.303 5.224 1.002
10 C 3.135 -2.080 -3.157
11 C 1.738 2.876 0.211
12 C 3.543 1.317 -0.198
13 C 0.802 -1.716 -4.797
14 C -2.538 0.121 -3.760
15 C 3.338 -1.910 2.081
16 C 0.939 0.162 2.637
17 C -1.850 1.006 -4.590
18 C 3.010 3.111 2.341
19 C 0.233 -2.463 0.060
20 C -0.657 -3.194 -0.885
21 C 2.750 3.739 0.945
22 C -0.152 -1.348 0.865
23 C -3.685 2.990 -2.223
24 C 1.963 0.546 -3.273
25 C 0.959 -0.965 1.668
26 C -1.484 -0.696 0.923
27 C 4.017 3.625 0.105
28 C 1.093 5.481 1.872
29 C -3.936 2.434 -4.627
30 C 0.487 3.066 -3.264
31 C 1.020 1.625 -5.591
32 C -4.334 3.133 -3.374
33 C 2.365 -3.948 -0.089
34 C 1.593 -2.771 0.375
35 C 2.045 -1.838 1.365
36 C -2.990 0.500 -2.412
37 C 3.994 3.873 3.224
38 C -2.622 1.967 -1.991
39 C -2.401 2.377 -4.870
40 H 2.979 -3.744 -0.973
41 H 2.370 1.120 -2.379
42 H -0.142 -4.030 -1.364
43 H 3.047 -3.151 -2.937
44 H 0.664 -2.801 -4.912
45 H -0.005 3.745 -3.963
46 H 1.919 0.319 3.097
47 H -2.524 -0.199 -1.702
48 H 3.529 -1.933 -4.170
49 H 0.648 1.103 2.144
50 H -2.227 2.589 -5.932
51 H 1.514 -1.383 -5.564
52 H 0.235 4.911 1.501
53 H 1.847 0.951 -5.861
54 H -2.139 -1.043 0.116
55 H -4.433 2.921 -5.472
56 H 0.235 1.526 -6.355
57 H 4.375 3.180 3.983
58 H 3.656 -2.950 2.196
59 H 3.398 2.097 2.163
60 H 3.784 -1.555 -2.431
61 H 0.060 3.187 -2.269
62 H 4.136 -1.380 1.550
63 H 2.093 5.541 -0.027
64 H -5.248 3.740 -3.457
65 H -4.067 0.345 -2.305
66 H -2.353 1.947 -0.930
67 H 1.389 2.660 -5.652
68 H 1.275 5.213 2.916
69 H 2.798 0.548 -3.983
70 H 3.147 5.840 1.345
71 H -1.894 3.195 -4.340
72 H 2.032 2.982 2.828
73 H -2.443 -0.952 -3.993
74 H 3.038 -4.296 0.698
75 H -1.035 -2.536 -1.684
76 H 3.265 -1.460 3.078
77 H 1.695 -4.775 -0.360
78 H 0.217 -0.006 3.450
79 H -1.701 2.271 -2.504
80 H -4.326 1.410 -4.622
81 H 3.523 4.717 3.748
82 H -3.923 3.653 -1.378
83 H 4.844 4.253 2.641
84 H -0.171 -1.251 -4.996
85 H -1.356 0.545 -5.467
86 H -1.545 -3.601 -0.378
87 H -1.392 0.397 0.837
88 H -2.012 -0.901 1.866
89 H 5.382 2.119 -0.415
90 H 1.534 3.367 -3.218
91 H 0.843 6.541 1.842

Quick look at the Löwdin charges, all values in e: Dy 1.466; P 0.874; P 0.758; O 0.074; O 0.157; O -0.109; N 0.220; N -0.007; C -0.167; C -0.238; C -0.402; C -0.527; C -0.239; C -0.156; C -0.029; C -0.033; C -0.308; C -0.172; C -0.324; C -0.059; C -0.289; C -0.314; C -0.103; C -0.597; C -0.287; C -0.034; C -0.338; C -0.080; C -0.174; C -0.249; C -0.198; C -0.108; C -0.029; C -0.300; C -0.288; C -0.163; C -0.057; C -0.176; C -0.188; H 0.053; H 0.024; H 0.074; H 0.049; H 0.075; H 0.055; H 0.072; H 0.082; H 0.065; H 0.068; H 0.117; H 0.061; H 0.072; H 0.035; H 0.063; H 0.113; H 0.044; H 0.085; H 0.080; H 0.105; H 0.050; H 0.019; H 0.074; H 0.129; H 0.112; H 0.129; H 0.102; H 0.054; H 0.073; H 0.070; H 0.125; H 0.090; H 0.122; H 0.106; H 0.082; H 0.055; H 0.086; H 0.089; H 0.100; H 0.045; H 0.115; H 0.084; H 0.110; H 0.089; H 0.031; H 0.069; H 0.097; H 0.078; H 0.102; H 0.177; H 0.055; H 0.084

***

(2)
The following is a quantum chemistry calculation of a molecular structure, C31H52N2NdO3P2, from OMol25.

Computed properties:
Gap between HOMO and LUMO (spin up / spin down)   6.512 / 6.541 eV
Energy relative to the best compared isomer or geometry (same formula, charge and spin)   0.000 eV
Net charge   +1
Spin multiplicity   4
Expectation value of S²   3.76

Element x y z (Å)
1 Nd 1.162 -1.344 0.149
2 P -0.904 0.672 -4.777
3 P 0.781 -1.104 -2.924
4 O 0.293 2.074 2.000
5 O 3.256 -1.177 1.107
6 O 4.675 2.852 2.128
7 N 4.018 0.646 2.295
8 N 1.854 0.576 1.448
9 C 1.455 1.692 2.166
10 C -2.387 2.193 -0.735
11 C -1.363 -0.150 -6.348
12 C 1.045 4.500 3.645
13 C 0.141 -3.371 1.594
14 C -0.453 -0.511 3.882
15 C -2.517 -0.741 1.733
16 C 0.683 -4.726 1.309
17 C 1.634 -2.888 3.660
18 C -0.796 0.355 -1.295
19 C -2.001 -3.434 0.102
20 C -3.377 0.443 -3.143
21 C 3.833 2.039 2.455
22 C 0.757 0.111 -4.350
23 C -1.151 -0.616 -2.426
24 C 2.316 3.893 3.092
25 C 3.049 -0.026 1.621
26 C -0.281 -1.418 2.732
27 C -1.272 -1.547 1.720
28 C 0.291 -2.575 -3.895
29 C -1.038 -2.773 1.024
30 C -1.191 1.826 -1.547
31 C -2.027 -0.163 -3.588
32 C 2.480 2.353 3.087
33 C 1.326 2.006 5.439
34 C -3.774 0.291 -1.647
35 C -1.221 2.407 -5.223
36 C 2.492 1.725 4.507
37 C 0.603 -2.526 2.650
38 C 2.678 -1.179 -2.954
39 C -3.505 1.446 -0.736
40 H -1.386 -0.750 4.421
41 H -1.284 2.032 -2.627
42 H 0.315 0.430 -1.084
43 H -3.432 1.498 -3.437
44 H -0.756 -2.854 -3.716
45 H 1.635 -4.683 0.756
46 H -0.015 -5.326 0.712
47 H -0.314 2.427 -1.244
48 H 0.961 5.523 3.264
49 H -1.302 2.473 -6.315
50 H -1.889 -4.528 0.117
51 H -2.287 -1.040 -4.215
52 H -2.285 0.329 1.662
53 H 4.966 0.345 2.089
54 H -3.083 -0.886 2.670
55 H -4.877 0.171 -1.659
56 H -4.321 1.691 -0.060
57 H -0.934 0.419 -7.185
58 H 0.378 2.154 4.915
59 H -1.537 -1.545 -1.989
60 H 1.193 1.166 6.131
61 H -0.425 3.082 -4.904
62 H 3.174 4.300 3.644
63 H 0.164 3.947 3.310
64 H -2.456 -0.122 -6.432
65 H 3.009 -1.004 -3.987
66 H 0.945 -3.410 -3.619
67 H -1.025 -1.190 -6.396
68 H 2.646 0.640 4.406
69 H -2.172 2.750 -4.795
70 H -3.197 -0.995 0.916
71 H 0.367 -0.578 4.601
72 H 1.483 -2.319 4.588
73 H -0.522 0.533 3.549
74 H 2.651 -2.679 3.298
75 H 1.129 -0.460 -5.219
76 H -2.290 3.105 -0.134
77 H 0.414 -2.370 -4.968
78 H 3.402 2.104 4.993
79 H -3.411 -0.653 -1.218
80 H 0.881 -5.285 2.238
81 H -3.040 -3.206 0.386
82 H 1.519 2.890 6.055
83 H 3.070 -2.144 -2.611
84 H 3.111 -0.380 -2.330
85 H 1.057 4.558 4.737
86 H 1.586 -3.958 3.907
87 H -1.862 -3.100 -0.939
88 H -1.250 -0.027 -0.357
89 H 2.432 4.215 2.047
90 H 1.465 0.941 -4.202
91 H -4.165 -0.066 -3.725

Quick look at the Löwdin charges, all values in e: Nd 1.868; P 0.950; P 0.648; O 0.062; O -0.152; O 0.150; N 0.205; N 0.027; C -0.383; C -0.087; C -0.179; C -0.093; C -0.361; C -0.029; C -0.039; C -0.040; C -0.027; C -0.311; C -0.035; C -0.156; C -0.353; C -0.380; C -0.450; C -0.164; C -0.558; C -0.277; C -0.301; C -0.229; C -0.324; C -0.166; C -0.390; C -0.284; C -0.089; C -0.175; C -0.163; C -0.148; C -0.307; C -0.320; C -0.110; H 0.106; H 0.077; H 0.004; H 0.100; H 0.049; H 0.080; H 0.075; H 0.120; H 0.082; H 0.059; H 0.080; H 0.113; H 0.081; H 0.177; H 0.102; H 0.123; H 0.112; H 0.063; H 0.071; H 0.066; H 0.081; H 0.066; H 0.129; H 0.067; H 0.073; H 0.023; H 0.048; H 0.056; H 0.111; H 0.061; H 0.063; H 0.064; H 0.078; H 0.065; H 0.077; H 0.065; H 0.117; H 0.034; H 0.134; H 0.098; H 0.088; H 0.090; H 0.078; H 0.032; H 0.027; H 0.067; H 0.085; H 0.054; H 0.077; H 0.128; H 0.078; H 0.116

***

(3)
The following is a quantum chemistry calculation of 9 unconnected molecules or ions with the total composition C31H52O27, from OMol25.

Computed properties:
SMILES   C[C@H]1COC(=O)O1.C[C@H]1COC(=O)O1.CCOC(=O)OC.CCOC(=O)OC.COC(=O)OC.COC(=O)OC.O=C1OCCO1.O=C1OCCO1.O=C1OCCO1
Gap between HOMO and LUMO   10.080 eV
Energy relative to the best compared isomer or geometry (same formula, charge and spin)   3.818 eV
Net charge   0
Spin multiplicity   1

Element x y z (Å)
1 O 15.192 10.786 -13.470
2 O 15.650 12.590 -10.256
3 O 17.573 8.621 -20.622
4 O 19.028 3.230 -12.712
5 O 13.686 9.686 -18.591
6 O 18.699 14.570 -20.577
7 O 12.335 7.790 -11.566
8 O 22.275 6.057 -12.209
9 O 16.393 9.312 -14.748
10 O 19.653 9.677 -20.406
11 O 10.952 9.160 -12.654
12 O 11.773 10.603 -17.708
13 O 17.911 13.179 -19.242
14 O 21.229 6.302 -14.273
15 O 23.446 6.302 -14.046
16 O 19.082 7.704 -19.408
17 O 16.234 12.730 -8.066
18 O 17.528 7.480 -11.312
19 O 16.816 2.930 -12.292
20 O 15.754 7.584 -10.024
21 O 11.230 6.933 -13.403
22 O 17.740 2.828 -14.457
23 O 15.252 14.452 -9.236
24 O 19.621 12.518 -20.527
25 O 17.634 6.508 -9.277
26 O 13.632 10.610 -16.567
27 O 14.937 8.558 -13.314
28 C 19.342 15.182 -21.733
29 C 12.655 9.053 -11.015
30 C 10.235 10.846 -15.892
31 C 15.302 7.414 -14.055
32 C 16.019 11.179 -10.517
33 C 18.875 7.190 -11.644
34 C 18.985 3.248 -14.899
35 C 15.314 15.439 -8.167
36 C 15.535 9.637 -13.748
37 C 15.044 8.510 -7.923
38 C 19.917 2.824 -13.742
39 C 16.964 12.155 -17.312
40 C 17.765 11.907 -18.598
41 C 15.742 13.198 -9.088
42 C 17.039 9.560 -21.424
43 C 23.209 6.457 -15.430
44 C 16.992 7.126 -10.123
45 C 15.027 7.327 -8.924
46 C 12.769 11.344 -15.755
47 C 21.643 6.418 -15.596
48 C 18.837 13.345 -20.158
49 C 13.043 10.194 -17.695
50 C 16.171 7.979 -15.193
51 C 20.376 7.304 -19.000
52 C 11.401 7.836 -12.583
53 C 11.502 11.393 -16.566
54 C 17.571 7.157 -15.320
55 C 17.807 2.935 -13.088
56 C 11.440 9.830 -11.527
57 C 18.844 8.789 -20.102
58 C 22.310 6.146 -13.408
59 H 10.430 10.862 -14.819
60 H 19.046 14.498 -22.528
61 H 14.825 9.443 -8.443
62 H 21.263 5.624 -16.238
63 H 14.975 15.089 -7.192
64 H 14.729 16.329 -8.400
65 H 15.670 6.613 -13.414
66 H 16.595 10.595 -9.799
67 H 15.639 7.993 -16.144
68 H 17.257 9.224 -22.438
69 H 19.174 2.689 -15.815
70 H 19.653 7.388 -10.907
71 H 16.062 8.674 -7.571
72 H 21.196 7.306 -16.043
73 H 18.125 6.905 -14.415
74 H 18.862 16.144 -21.915
75 H 12.684 10.771 -14.832
76 H 18.939 4.309 -15.144
77 H 13.173 12.337 -15.560
78 H 18.292 7.454 -16.082
79 H 18.951 6.162 -12.000
80 H 21.178 7.923 -19.401
81 H 15.306 6.390 -8.443
82 H 11.442 12.457 -16.794
83 H 16.035 12.660 -17.572
84 H 9.444 11.501 -16.256
85 H 20.812 3.443 -13.806
86 H 23.466 7.474 -15.728
87 H 16.389 15.620 -8.166
88 H 15.953 9.648 -21.468
89 H 17.542 12.760 -16.613
90 H 10.010 9.805 -16.124
91 H 14.013 7.147 -9.280
92 H 16.629 11.214 -11.420
93 H 11.752 10.862 -11.688
94 H 15.135 10.613 -10.810
95 H 20.693 6.280 -19.201
96 H 23.669 5.723 -16.091
97 H 20.408 15.356 -21.589
98 H 13.617 9.320 -11.452
99 H 19.120 7.883 -12.449
100 H 17.299 6.217 -15.800
101 H 20.117 1.755 -13.669
102 H 20.447 7.448 -17.922
103 H 18.672 11.375 -18.310
104 H 16.771 11.213 -16.798
105 H 12.650 8.934 -9.932
106 H 10.724 9.853 -10.706
107 H 17.136 11.329 -19.276
108 H 17.528 10.513 -21.225
109 H 14.383 7.155 -14.581
110 H 14.441 8.452 -7.017

Here are the Löwdin charges for atoms 1 to 99, given in e: O 0.107; O 0.015; O -0.009; O 0.068; O 0.129; O -0.003; O 0.022; O 0.164; O 0.071; O 0.104; O 0.039; O 0.106; O 0.042; O 0.020; O 0.096; O 0.018; O 0.093; O -0.021; O 0.087; O 0.038; O 0.124; O 0.056; O -0.029; O 0.133; O 0.124; O 0.057; O 0.063; C 0.004; C -0.120; C 0.008; C -0.063; C 0.006; C -0.047; C -0.156; C -0.019; C -0.541; C -0.033; C -0.070; C -0.048; C -0.193; C -0.591; C -0.105; C -0.083; C -0.534; C -0.257; C -0.112; C -0.149; C -0.658; C -0.546; C -0.225; C -0.037; C -0.439; C -0.310; C 0.011; C -0.505; C -0.146; C -0.521; C -0.546; H 0.068; H 0.098; H 0.054; H 0.118; H 0.090; H 0.089; H 0.143; H 0.090; H 0.151; H 0.100; H 0.134; H 0.103; H 0.081; H 0.104; H 0.055; H 0.088; H 0.123; H 0.115; H 0.144; H 0.060; H 0.091; H 0.100; H 0.132; H 0.151; H 0.078; H 0.083; H 0.124; H 0.131; H 0.097; H 0.103; H 0.080; H 0.096; H 0.112; H 0.086; H 0.135; H 0.062; H 0.098; H 0.132; H 0.095; H 0.098; H 0.088

***

Question: Among the records above, which one has the lowest spin multiplicity?
Answer: C31H52O27